Density functional theory data (ωB97M-V/def2-TZVPD) for a molecular structure, C23H31N3O2.

Properties
Calculated total energy, eV: -32901.520
Lowest unoccupied orbital energy, eV: 0.1

Atoms and positions in Å:
C -4.42 -1.95 1.93
N -3.24 -1.40 1.06
C -2.05 -2.13 1.00
C -0.89 -1.39 0.99
H -0.88 -0.95 -0.06
C -1.00 -0.47 2.24
N -0.01 0.50 2.23
C -0.18 1.83 1.36
O -1.31 2.24 1.03
C 1.15 2.61 1.26
N 1.59 2.58 -0.03
C 1.24 3.20 -1.24
C 2.01 2.37 -2.35
C 2.71 1.53 -1.75
C 2.45 1.31 -0.54
C 2.95 0.33 0.62
O 2.91 0.23 1.77
C 3.77 -0.79 -0.04
C 5.18 -0.92 0.32
C 5.79 -2.02 -0.04
C 5.25 -2.83 -1.28
C 3.91 -2.47 -1.52
C 3.28 -1.40 -1.09
H 2.22 -1.27 -1.34
H 3.61 -3.00 -2.70
H 5.95 -3.62 -1.61
H 6.81 -2.46 0.23
H 5.50 -0.27 1.16
H 3.24 0.77 -2.26
H 1.98 2.89 -3.17
H 0.72 4.07 -1.13
H 0.81 3.68 1.19
H 1.89 2.46 2.05
H 1.02 0.23 2.21
H -0.83 -0.98 3.14
H -1.87 0.32 2.25
H -0.03 -1.99 0.87
H -2.20 -2.81 2.20
H -2.21 -2.86 0.18
C -3.89 -0.69 -0.13
C -4.68 -1.74 -0.89
C -5.14 -0.94 -2.17
C -5.65 0.35 -2.20
C -4.64 1.10 -1.38
C -4.43 0.66 -0.12
H -5.09 0.50 0.52
H -3.51 1.08 0.55
H -4.87 2.10 -1.22
H -3.62 1.44 -2.04
H -5.84 0.92 -3.16
H -6.49 0.39 -1.77
H -5.68 -1.58 -3.04
H -3.87 -0.91 -3.06
H -4.29 -2.76 -1.08
H -5.59 -1.81 -0.40
H -2.81 -0.64 -0.60
H -4.84 -2.99 1.41
H -4.21 -2.06 2.93
H -5.28 -1.16 1.86